[1]
# C3H35O17S

C3H35O17S as an isolated structure (ωB97M-V/def2-TZVPD, the OMol25 dataset).

The geometry in ORCA input format:
```
! RIJCOSX wB97M-V def2-TZVPD def2/J DEFGRID3
* xyz -1 1
O 1.2586 0.0450 1.0416
C 0.5899 0.2379 -0.0108
O -0.3240 -0.5097 -0.4264
C 1.0110 1.4327 -0.8782
C -0.2660 2.2700 -0.9609
S -0.1837 3.6445 -2.1459
H 1.3767 1.1461 -1.8652
H 1.8371 1.9558 -0.4097
H -0.4775 2.5878 0.0619
H -1.1148 1.6596 -1.2582
H -1.0689 3.1458 -3.0100
H 2.2795 -2.0942 -0.2943
H 0.6408 -2.2609 -0.3698
O 1.5146 -2.6714 -0.4389
H -0.4332 -0.8196 -3.9224
H 0.5925 -1.5658 -4.6992
O 0.3959 -0.6706 -4.4194
H -1.2702 -2.6359 -2.3962
H -0.9468 -1.2386 -1.7407
O -1.1252 -1.7049 -2.5828
H 4.6871 0.5526 1.2787
H 3.1893 0.5415 1.5799
O 3.9498 1.1482 1.4786
H 2.4054 -1.6097 2.1186
H 2.7695 -1.1500 3.5369
O 3.1216 -1.2327 2.6474
H -4.1801 0.9239 -0.0408
H -2.8392 0.8486 0.6029
O -3.3436 0.4714 -0.1535
H -2.2192 1.0514 2.4520
H -1.6145 2.2272 1.8474
O -2.4899 1.8526 1.9492
H 0.4403 -0.7953 2.1663
H -0.2017 -2.1841 2.0473
O -0.1091 -1.4520 2.6782
H -1.6522 -1.3316 0.7567
H -3.0460 -1.3687 0.2113
O -2.4459 -1.9086 0.7728
H -0.6489 0.6925 3.1526
H -1.9359 0.5868 4.0072
O -1.4715 1.1263 3.3710
H 1.9331 3.6918 1.8034
H 2.3328 2.2129 1.6932
O 1.6398 2.8028 2.0615
H -1.4170 -4.6222 -0.8095
H -0.2959 -4.9663 -1.8225
O -1.1324 -4.4893 -1.7182
H -2.8363 -0.6008 -3.2811
H -3.1027 -0.0677 -1.8146
O -3.3117 0.0555 -2.7608
H 1.8182 0.9658 3.7496
H 1.2280 2.3944 3.9981
O 1.3036 1.5018 4.3261
H 2.4344 -2.5889 -3.2685
H 1.8947 -3.2222 -2.0561
O 2.2258 -3.4619 -2.9501
*
```

The HOMO energy is -0.2350 hartree. The calculation puts the relative energy (zero: lowest compared OMol25 entry of this formula, charge and spin) at 534.64 kJ/mol.

Results of the Löwdin charge analysis, in e, for atoms 1 through 4:
1 O -0.065
2 C -0.591
3 O -0.055
4 C -0.150



[2]
# C4H12

A 2-piece molecular cluster, C4H12 overall (ωB97M-V/def2-TZVPD, the OMol25 dataset).

The geometry in ORCA input format:
```
! RIJCOSX wB97M-V def2-TZVPD def2/J DEFGRID3
* xyz 0 1
C 1.4609 1.0327 1.9336
C 2.1793 1.6253 0.6970
H 2.1130 0.4787 2.6086
H 1.0371 1.8329 2.5454
H 0.6232 0.4085 1.6281
H 2.7192 2.5193 1.0040
H 1.4357 1.9155 -0.0401
H 2.8675 0.8593 0.3515
C -1.2957 -1.7191 -1.7234
C -2.3357 -0.9739 -0.8500
H -0.2619 -1.4164 -1.5755
H -1.3738 -2.8023 -1.8181
H -1.5247 -1.4199 -2.7556
H -2.6137 -1.6745 -0.0664
H -1.8719 -0.0593 -0.4821
H -3.1587 -0.6069 -1.4569
*
```

The HOMO energy is -0.4260 hartree. The calculation puts the relative energy (zero: lowest compared OMol25 entry of this formula, charge and spin) at 38.19 kJ/mol. The SMILES is CC.CC.

Results of the Löwdin charge analysis, in e, for atoms 1 through 4:
1 C -0.173
2 C -0.160
3 H 0.058
4 H 0.057



[3]
# C34H56N2O2P3Ti

C34H56N2O2P3Ti as an isolated structure (ωB97M-V/def2-TZVPD, the OMol25 dataset).

The geometry in ORCA input format:
```
! RIJCOSX wB97M-V def2-TZVPD def2/J DEFGRID3
* xyz 1 3
C 0.2063 2.3207 1.4906
C -1.8196 1.1335 1.5231
C -0.3514 3.3172 2.2862
C -2.4461 2.2187 2.1799
C -1.7068 3.3060 2.5791
H 0.2951 4.1488 2.5485
H -3.5087 2.1438 2.3913
H -2.1665 4.1247 3.1250
N -0.4905 1.2274 1.1116
P 2.2341 1.5817 -0.4062
P -1.9220 -1.6249 1.0107
C 1.6745 2.4861 1.0911
H 1.8833 3.5662 0.9751
H 2.2834 2.1761 1.9600
C 1.9182 -0.8940 -1.3936
O 2.7801 -1.3427 -2.0645
C -2.6340 -0.0322 1.3738
H -3.6944 0.1610 1.1384
C -2.7216 -2.6654 -0.4937
C -2.5677 -2.2385 2.7293
C 1.8922 2.8227 -1.7878
C 4.1003 1.6160 -0.0560
C -1.6826 -2.9392 -1.6002
H -0.8181 -3.4992 -1.2180
H -2.1557 -3.5633 -2.3805
H -1.3131 -2.0267 -2.0823
C -3.1976 -4.0377 -0.0024
H -2.3681 -4.6132 0.4322
H -4.0205 -3.9630 0.7176
H -3.5722 -4.6184 -0.8623
C -3.8816 -1.8664 -1.0844
H -4.3249 -2.4495 -1.9118
H -4.6666 -1.6610 -0.3415
H -3.5288 -0.9178 -1.5128
C -2.2213 -3.7001 3.0151
H -1.1843 -3.9344 2.7580
H -2.3562 -3.8734 4.0914
H -2.8883 -4.4021 2.5091
C -1.8228 -1.3625 3.7630
H -0.7581 -1.2684 3.5010
H -2.2503 -0.3563 3.8290
H -1.8872 -1.8266 4.7581
C -4.1056 -2.0635 2.8258
H -4.5093 -1.2664 2.1933
H -4.6416 -2.9884 2.5646
H -4.3688 -1.8047 3.8623
C 4.8587 1.2280 -1.3322
H 5.9070 1.0429 -1.0572
H 4.4671 0.3124 -1.7890
H 4.8701 2.0267 -2.0819
C 4.3823 0.5679 1.0285
H 3.8569 0.7798 1.9662
H 4.1244 -0.4460 0.7054
H 5.4602 0.5849 1.2525
C 4.6549 2.9575 0.4701
H 5.6615 2.7658 0.8711
H 4.7706 3.7164 -0.3084
H 4.0601 3.3788 1.2875
C 0.4496 3.3328 -1.6455
H 0.1946 3.9084 -2.5467
H -0.2794 2.5248 -1.5470
H 0.3409 4.0127 -0.7919
C 2.0651 2.0604 -3.1087
H 1.3812 1.2171 -3.1906
H 1.8374 2.7509 -3.9332
H 3.0852 1.6855 -3.2477
C 2.8292 4.0411 -1.7943
H 2.9107 4.5267 -0.8146
H 3.8303 3.8031 -2.1737
H 2.4058 4.7900 -2.4816
Ti 0.4790 -0.2915 -0.2481
N -0.4027 0.1053 -2.2151
C -0.8570 0.4800 -3.2719
C -2.0857 1.0221 -3.8119
C -2.3299 1.1873 -5.1839
C -3.0574 1.4384 -2.8826
C -3.4468 1.9197 -5.5940
H -1.6256 0.7682 -5.9020
C -4.1893 2.1414 -3.3049
H -2.9270 1.2246 -1.8199
C -4.3539 2.4399 -4.6562
H -3.6306 2.0954 -6.6525
H -4.9435 2.4355 -2.5685
H -5.2121 3.0381 -4.9702
C 3.0184 -2.0315 3.2908
P 2.1963 -2.5631 1.7744
C 3.5425 -3.1549 0.7245
C 1.2836 -4.0607 2.1654
O 1.3044 -1.4844 1.1377
H 3.8015 -1.2910 3.0740
H 3.4903 -2.9176 3.7502
H 2.3008 -1.6034 4.0037
H 4.0727 -3.9426 1.2835
H 3.1329 -3.5721 -0.2009
H 4.2542 -2.3650 0.4727
H 0.8001 -3.9856 3.1439
H 0.5383 -4.2644 1.3882
H 2.0075 -4.8881 2.1998
*
```

The HOMO energy (spin up / spin down) is -0.3032 / -0.3036 hartree. The calculation puts the relative energy (zero: lowest compared OMol25 entry of this formula, charge and spin) at 0.00 kJ/mol. As for the expectation value of S²: 2.02.

Results of the Löwdin charge analysis, in e, for atoms 1 through 4:
1 C -0.349
2 C -0.362
3 C -0.073
4 C -0.053